Entry 1:
A molecular structure, C22H20Cl2N4NiO5PTe, computed with ωB97M-V/def2-TZVPD.

HOMO energy (spin up / spin down)	-3.7 / -3.6	eV
E_tot	-4483.8835	Eh
HOMO-LUMO gap (spin up / spin down)	0.215 / 0.214	Eh
net charge	-1
2S+1	3
strongest force on any atom	2.672	eV/A

Atoms and positions in Å:
1 Ni -0.233 0.676 0.435
2 Cl 5.567 4.320 1.347
3 C 3.950 3.725 1.511
4 C 3.376 3.023 0.472
5 C 2.085 2.506 0.614
6 N 1.359 1.857 -0.323
7 C 1.652 1.832 -1.634
8 O 2.731 2.013 -2.191
9 C 0.375 1.709 -2.429
10 C 0.415 1.793 -3.819
11 C -0.769 1.898 -4.520
12 C -1.954 1.942 -3.801
13 C -1.904 1.814 -2.419
14 N -0.774 1.679 -1.742
15 C 1.381 2.686 1.847
16 C 1.974 3.439 2.870
17 C 3.238 3.958 2.691
18 Cl 3.941 4.926 3.943
19 N 0.224 2.009 1.945
20 C -0.591 2.002 3.022
21 O -0.935 2.948 3.717
22 C -1.016 0.587 3.310
23 C -1.997 0.253 4.231
24 C -2.268 -1.088 4.454
25 C -1.472 -2.035 3.831
26 C -0.461 -1.602 2.980
27 N -0.278 -0.333 2.674
28 H 3.909 2.852 -0.449
29 H 1.378 1.782 -4.303
30 H -0.774 1.967 -5.599
31 H -2.900 2.058 -4.307
32 H -2.821 1.817 -1.836
33 H 1.430 3.615 3.785
34 H -2.524 1.044 4.740
35 H -3.077 -1.385 5.108
36 H -1.627 -3.090 3.991
37 H 0.212 -2.308 2.512
38 C -2.003 -1.942 -3.754
39 C -0.640 -1.771 -3.099
40 O -0.575 -2.566 -1.939
41 P -0.535 -1.836 -0.472
42 O 0.725 -1.040 -0.369
43 Te -2.488 -0.646 0.148
44 O -0.483 -3.196 0.395
45 C 0.575 -4.120 0.200
46 C -0.014 -5.515 0.077
47 H -2.025 -1.449 -4.723
48 H -2.772 -1.513 -3.113
49 H -2.211 -3.004 -3.880
50 H -0.463 -0.718 -2.857
51 H 0.164 -2.098 -3.774
52 H 1.257 -4.066 1.057
53 H 1.142 -3.857 -0.697
54 H -0.579 -5.758 0.975
55 H 0.781 -6.247 -0.053
56 H -0.682 -5.549 -0.780


Entry 2:
A molecular structure, C22H20ClHgN, computed with ωB97M-V/def2-TZVPD.

HOMO energy	-0.2	eV
E_tot	-1518.6239	Eh
HOMO-LUMO gap	0.205	Eh
net charge	-2
strongest force on any atom	1.859	eV/A

Atoms and positions in Å:
1 C 1.760 -0.116 3.575
2 C 1.589 1.249 3.327
3 C 1.925 1.500 1.948
4 H 1.362 1.986 4.092
5 C 2.371 0.233 1.368
6 C 2.193 -0.751 2.351
7 H 2.501 -1.775 2.297
8 H 1.602 -0.643 4.536
9 H 2.199 2.478 1.578
10 H 2.814 0.073 0.372
11 Hg -0.361 2.096 1.484
12 Cl -2.606 1.146 1.566
13 C -1.892 3.586 -0.008
14 C -0.749 3.747 -0.845
15 C 0.241 4.472 -0.118
16 H -0.716 3.526 -1.908
17 C -0.271 4.764 1.187
18 C -1.592 4.192 1.275
19 H -2.315 4.373 2.063
20 H -2.869 3.247 -0.327
21 H 1.144 4.894 -0.543
22 H 0.168 5.451 1.892
23 C -3.585 -0.885 -2.841
24 C -3.097 0.222 -2.124
25 C -1.821 0.197 -1.594
26 C -1.017 -0.991 -1.626
27 C -1.530 -2.086 -2.371
28 C -2.791 -2.040 -2.974
29 N 0.199 -0.988 -1.026
30 C 0.841 -2.163 -0.717
31 C 0.272 -3.220 0.055
32 C 1.017 -4.368 0.308
33 C 2.339 -4.496 -0.157
34 C 2.905 -3.446 -0.903
35 C 2.191 -2.281 -1.118
36 H -4.566 -0.824 -3.310
37 H -3.704 1.112 -2.017
38 H -1.407 1.064 -1.088
39 H -0.931 -2.992 -2.510
40 H -3.123 -2.870 -3.588
41 H -0.745 -3.128 0.417
42 H 0.618 -5.161 0.926
43 H 2.905 -5.393 0.045
44 H 3.911 -3.525 -1.267
45 H 2.624 -1.467 -1.683


Entry 3:
C22H20N2O3 in the gas phase, computed with ωB97M-V/def2-TZVPD.

HOMO energy	-7.8	eV
E_tot	-1185.6190	Eh
HOMO-LUMO gap	0.310	Eh
structure (SMILES)	COc1cc(NC(=O)Cc2ccccc2)ccc1NC(=O)c1ccccc1
strongest force on any atom	0.628	eV/A

Atoms and positions in Å:
1 C -1.444 -4.456 1.024
2 H -0.803 -4.175 1.865
3 O -2.162 -3.348 0.531
4 C -1.459 -2.296 0.021
5 C -0.078 -2.227 -0.024
6 C 0.548 -1.110 -0.572
7 C -0.220 -0.076 -1.096
8 C -1.600 -0.148 -1.063
9 C -2.239 -1.237 -0.486
10 N -3.627 -1.372 -0.435
11 C -4.606 -0.430 -0.330
12 O -5.774 -0.738 -0.466
13 C -4.187 0.960 0.008
14 C -3.328 1.207 1.075
15 C -3.009 2.508 1.417
16 C -3.541 3.568 0.699
17 C -4.411 3.326 -0.351
18 C -4.742 2.026 -0.689
19 H -5.430 1.823 -1.497
20 H -4.836 4.151 -0.903
21 H -3.285 4.583 0.966
22 H -2.345 2.697 2.247
23 H -2.920 0.382 1.641
24 H -3.959 -2.330 -0.447
25 H -2.187 0.647 -1.492
26 H 0.260 0.783 -1.540
27 N 1.939 -0.994 -0.634
28 C 2.894 -1.832 -0.149
29 O 2.682 -2.872 0.431
30 C 4.312 -1.334 -0.442
31 C 4.458 0.138 -0.190
32 C 4.469 1.049 -1.241
33 C 4.566 2.408 -0.994
34 C 4.646 2.873 0.307
35 C 4.634 1.973 1.360
36 C 4.539 0.616 1.113
37 H 4.528 -0.085 1.935
38 H 4.699 2.331 2.377
39 H 4.722 3.933 0.499
40 H 4.579 3.104 -1.821
41 H 4.417 0.693 -2.261
42 H 4.990 -1.908 0.190
43 H 4.534 -1.570 -1.486
44 H 2.270 -0.140 -1.066
45 H 0.535 -3.020 0.365
46 H -2.197 -5.165 1.363
47 H -0.833 -4.917 0.242


Entry 4:
A molecular structure, C22H20N5O5SV, computed with ωB97M-V/def2-TZVPD.

HOMO energy (spin up / spin down)	-7.3 / -8.0	eV
E_tot	-2842.7359	Eh
HOMO-LUMO gap (spin up / spin down)	0.282 / 0.306	Eh
2S+1	3
strongest force on any atom	1.352	eV/A

Atoms and positions in Å:
1 V 0.258 -0.266 0.047
2 O 2.262 -2.475 2.701
3 C 1.716 -1.605 2.050
4 N 1.312 -1.671 0.759
5 C 1.532 -2.867 -0.034
6 C 1.182 -2.549 -1.473
7 C 1.763 -3.229 -2.534
8 C 1.422 -2.872 -3.821
9 C 0.508 -1.845 -4.023
10 C -0.011 -1.205 -2.921
11 N 0.313 -1.547 -1.668
12 C 1.424 -0.229 2.646
13 C 1.929 0.146 3.871
14 C 1.723 1.448 4.298
15 C 1.017 2.323 3.489
16 C 0.531 1.864 2.278
17 N 0.727 0.614 1.869
18 H 0.898 -3.686 0.325
19 H 2.570 -3.197 0.040
20 H 2.496 -3.998 -2.335
21 H 1.876 -3.373 -4.666
22 H 0.219 -1.531 -5.016
23 H -0.707 -0.380 -3.020
24 H 2.483 -0.583 4.444
25 H 2.123 1.782 5.247
26 H 0.846 3.349 3.782
27 H -0.030 2.504 1.608
28 O -1.382 -0.880 0.689
29 C -2.646 -0.600 0.864
30 C -3.457 -1.461 1.621
31 C -4.789 -1.176 1.823
32 C -5.368 -0.027 1.277
33 C -4.582 0.818 0.524
34 C -3.227 0.549 0.303
35 C -2.401 1.438 -0.515
36 N -1.102 1.329 -0.760
37 C -0.761 2.392 -1.582
38 C -1.858 3.141 -1.834
39 N -2.889 2.526 -1.153
40 H -2.998 -2.346 2.041
41 H -5.394 -1.854 2.414
42 H -6.413 0.198 1.441
43 H -5.039 1.707 0.101
44 H 0.252 2.523 -1.920
45 H -2.005 4.031 -2.418
46 H -3.846 2.825 -1.138
47 C 3.829 1.897 -1.691
48 S 3.120 0.596 -0.747
49 O 3.496 -0.650 -1.375
50 O 3.531 0.789 0.623
51 O 1.623 0.859 -0.915
52 H 4.872 1.976 -1.392
53 H 3.304 2.825 -1.474
54 H 3.750 1.649 -2.748


Entry 5:
C22H20O4 in the gas phase, computed with ωB97M-V/def2-TZVPD.

HOMO energy	-8.0	eV
E_tot	-1151.2697	Eh
HOMO-LUMO gap	0.308	Eh
structure (SMILES)	COc1ccccc1OCCOc1ccc(C(=O)c2ccccc2)cc1
strongest force on any atom	0.622	eV/A

Atoms and positions in Å:
1 C -0.921 -0.442 2.551
2 H -0.577 -0.935 3.467
3 O -0.076 0.620 2.188
4 C 1.220 0.330 1.874
5 C 1.770 -0.940 1.879
6 C 3.099 -1.134 1.532
7 C 3.883 -0.058 1.182
8 C 3.346 1.221 1.168
9 C 2.022 1.433 1.507
10 O 1.384 2.649 1.541
11 C 1.957 3.763 0.904
12 C 1.629 3.840 -0.603
13 O 2.011 2.678 -1.306
14 C 1.227 1.566 -1.252
15 C 1.852 0.374 -1.633
16 C 1.177 -0.819 -1.560
17 C -0.160 -0.857 -1.158
18 C -0.794 0.339 -0.831
19 C -0.110 1.537 -0.866
20 H -0.624 2.429 -0.548
21 H -1.822 0.333 -0.498
22 C -0.829 -2.164 -0.991
23 O -0.207 -3.172 -0.711
24 C -2.308 -2.192 -1.153
25 C -3.058 -3.046 -0.348
26 C -4.431 -3.110 -0.488
27 C -5.065 -2.339 -1.448
28 C -4.323 -1.506 -2.270
29 C -2.950 -1.426 -2.123
30 H -2.369 -0.789 -2.773
31 H -4.816 -0.917 -3.029
32 H -6.138 -2.392 -1.563
33 H -5.008 -3.767 0.147
34 H -2.546 -3.650 0.387
35 H 1.670 -1.747 -1.807
36 H 2.884 0.415 -1.944
37 H 2.213 4.651 -1.046
38 H 0.566 4.058 -0.743
39 H 1.517 4.637 1.393
40 H 3.042 3.796 1.048
41 H 3.978 2.041 0.866
42 H 4.918 -0.200 0.909
43 H 3.505 -2.133 1.533
44 H 1.167 -1.796 2.136
45 H -1.006 -1.185 1.751
46 H -1.897 0.007 2.731


Copy entry 4 word for word.
A molecular structure, C22H20N5O5SV, computed with ωB97M-V/def2-TZVPD.

HOMO energy (spin up / spin down)	-7.3 / -8.0	eV
E_tot	-2842.7359	Eh
HOMO-LUMO gap (spin up / spin down)	0.282 / 0.306	Eh
2S+1	3
strongest force on any atom	1.352	eV/A

Atoms and positions in Å:
1 V 0.258 -0.266 0.047
2 O 2.262 -2.475 2.701
3 C 1.716 -1.605 2.050
4 N 1.312 -1.671 0.759
5 C 1.532 -2.867 -0.034
6 C 1.182 -2.549 -1.473
7 C 1.763 -3.229 -2.534
8 C 1.422 -2.872 -3.821
9 C 0.508 -1.845 -4.023
10 C -0.011 -1.205 -2.921
11 N 0.313 -1.547 -1.668
12 C 1.424 -0.229 2.646
13 C 1.929 0.146 3.871
14 C 1.723 1.448 4.298
15 C 1.017 2.323 3.489
16 C 0.531 1.864 2.278
17 N 0.727 0.614 1.869
18 H 0.898 -3.686 0.325
19 H 2.570 -3.197 0.040
20 H 2.496 -3.998 -2.335
21 H 1.876 -3.373 -4.666
22 H 0.219 -1.531 -5.016
23 H -0.707 -0.380 -3.020
24 H 2.483 -0.583 4.444
25 H 2.123 1.782 5.247
26 H 0.846 3.349 3.782
27 H -0.030 2.504 1.608
28 O -1.382 -0.880 0.689
29 C -2.646 -0.600 0.864
30 C -3.457 -1.461 1.621
31 C -4.789 -1.176 1.823
32 C -5.368 -0.027 1.277
33 C -4.582 0.818 0.524
34 C -3.227 0.549 0.303
35 C -2.401 1.438 -0.515
36 N -1.102 1.329 -0.760
37 C -0.761 2.392 -1.582
38 C -1.858 3.141 -1.834
39 N -2.889 2.526 -1.153
40 H -2.998 -2.346 2.041
41 H -5.394 -1.854 2.414
42 H -6.413 0.198 1.441
43 H -5.039 1.707 0.101
44 H 0.252 2.523 -1.920
45 H -2.005 4.031 -2.418
46 H -3.846 2.825 -1.138
47 C 3.829 1.897 -1.691
48 S 3.120 0.596 -0.747
49 O 3.496 -0.650 -1.375
50 O 3.531 0.789 0.623
51 O 1.623 0.859 -0.915
52 H 4.872 1.976 -1.392
53 H 3.304 2.825 -1.474
54 H 3.750 1.649 -2.748


- Among the records above, which one has the highest strongest force on any atom?
  C22H20Cl2N4NiO5PTe


- What is the E_tot in the second record?
  -1518.6239 Eh


- Look up the strongest force on any atom of the fourth one.
  1.352 eV/A